1.
{
  "formula": "H22O11",
  "method": "the ωB97M-V functional and the def2-TZVPD basis",
  "smiles": "O.O.O.O.O.O.O.O.O.O.O",
  "de_lowest_kcal_mol": 110.2,
  "charge": 0,
  "e_homo_ha": -0.365,
  "multiplicity": 1,
  "symbols": ["O", "H", "H", "O", "H", "H", "O", "H", "H", "O", "H", "H", "O", "H", "H", "O", "H", "H", "O", "H", "H", "O", "H", "H", "O", "H", "H", "O", "H", "H", "O", "H", "H"],
  "xyz": [[-0.721, -0.145, -1.077], [0.242, -0.167, -1.113], [-0.914, 0.347, -0.272], [-0.604, 3.022, -1.830], [-1.054, 2.176, -1.933], [-0.837, 3.304, -0.938], [0.817, -1.226, 0.946], [1.398, -0.482, 0.752], [1.415, -1.917, 1.251], [-0.723, 4.026, 1.115], [-0.821, 4.553, 0.313], [-0.266, 4.614, 1.727], [-1.029, 0.941, 2.453], [-0.919, 1.824, 2.824], [-0.199, 0.495, 2.658], [-5.060, -1.617, -0.836], [-4.106, -1.520, -0.924], [-5.418, -1.066, -1.541], [3.984, -1.888, -0.158], [3.395, -2.651, -0.162], [4.546, -2.022, -0.930], [-2.320, -1.562, -1.287], [-2.174, -2.380, -1.776], [-2.434, -0.896, -1.973], [4.041, -0.329, -1.469], [3.134, -0.351, -1.794], [3.946, -0.295, -0.511], [1.223, 1.519, 0.532], [1.237, 1.809, -0.387], [2.053, 1.040, 0.640], [-0.953, -3.249, 1.876], [-0.814, -2.333, 2.142], [-0.066, -3.574, 1.683]],
  "atomic_forces_ev_per_a": [[1.787, 2.061, -0.435], [-0.194, 0.094, 0.122], [0.086, -0.152, 0.370], [0.091, 0.097, 0.088], [0.046, -0.162, 0.011], [0.042, -0.375, -0.087], [0.547, -0.333, 0.271], [-0.414, -0.101, 0.085], [0.004, 0.022, 0.031], [-0.045, 0.130, -0.087], [-0.033, 0.308, 0.268], [0.018, -0.066, -0.064], [0.013, -0.050, 0.237], [-0.082, -0.009, -0.207], [-0.075, -0.025, -0.188], [-0.653, 0.203, -0.185], [0.482, -0.214, 0.150], [-0.085, -0.106, 0.148], [-0.237, -4.280, 2.806], [0.126, -0.179, 0.336], [-0.149, 0.124, 0.159], [-2.117, -1.599, -0.602], [-0.141, -0.111, 0.130], [0.367, -0.081, 0.120], [0.008, 4.030, -2.678], [0.188, 0.045, -0.124], [0.045, 0.240, -0.542], [0.400, -0.263, -0.024], [-0.145, 0.332, -0.150], [0.335, 0.621, 0.036], [0.180, -0.213, 0.210], [-0.146, 0.049, -0.208], [-0.251, -0.036, 0.003]]
}

2.
{
  "formula": "C4H5N3",
  "method": "the ωB97M-V functional and the def2-TZVPD basis",
  "smiles": "[H]/N=c1/nccc[nH]1",
  "de_lowest_kcal_mol": 38.3,
  "charge": 0,
  "e_homo_ha": -0.309,
  "multiplicity": 1,
  "symbols": ["H", "N", "C", "N", "C", "C", "C", "N", "H", "H", "H", "H"],
  "xyz": [[2.619, -1.217, -1.056], [2.367, -0.233, -0.967], [1.205, -0.062, -0.409], [0.843, 1.262, -0.013], [-0.296, 1.511, 0.553], [-1.427, 0.565, 0.508], [-1.125, -0.709, 0.159], [0.220, -0.977, -0.158], [-0.470, 2.552, 0.978], [-2.397, 0.889, 0.785], [-1.831, -1.579, 0.075], [0.293, -2.003, -0.455]],
  "atomic_forces_ev_per_a": [[-0.345, 0.027, -0.286], [-1.369, -0.060, 1.299], [1.110, 1.749, -0.921], [0.074, -0.108, 0.955], [-0.400, -0.031, -1.029], [1.209, -0.267, 0.313], [0.752, 0.604, -0.129], [-2.219, -4.107, -0.401], [0.303, -1.380, -0.662], [-0.703, 0.070, 0.189], [0.883, 1.149, 0.191], [0.705, 2.354, 0.480]]
}

3.
{
  "formula": "C4H12N2O2",
  "method": "the ωB97M-V functional and the def2-TZVPD basis",
  "smiles": "CO[C@@H](N)CN(C)O",
  "de_lowest_kcal_mol": 87.2,
  "charge": 0,
  "e_homo_ha": -0.328,
  "multiplicity": 1,
  "symbols": ["C", "O", "C", "N", "C", "N", "C", "O", "H", "H", "H", "H", "H", "H", "H", "H", "H", "H", "H", "H"],
  "xyz": [[0.205, 1.716, 2.359], [1.014, 1.418, 1.232], [0.635, 0.259, 0.486], [0.017, -0.786, 1.300], [-0.221, 0.678, -0.754], [-0.635, -0.359, -1.728], [0.421, -1.321, -2.039], [-1.700, -1.132, -1.110], [0.452, 2.726, 2.698], [0.437, 1.027, 3.178], [-0.861, 1.684, 2.117], [1.583, -0.133, 0.099], [0.596, -1.620, 1.228], [-0.855, -1.046, 0.831], [-1.119, 1.208, -0.408], [0.344, 1.440, -1.306], [1.344, -0.811, -2.333], [0.644, -1.993, -1.202], [0.114, -1.944, -2.885], [-2.415, -1.014, -1.763]],
  "atomic_forces_ev_per_a": [[0.147, -0.003, 0.142], [-0.231, -0.115, -0.279], [0.165, -0.350, -0.442], [-0.253, -0.078, -1.010], [-0.017, 0.400, 0.374], [0.372, 0.133, 0.815], [0.056, -0.227, -0.236], [-0.209, 0.322, -0.813], [0.070, -0.097, -0.282], [-0.311, 0.025, -0.101], [0.017, -0.090, 0.124], [0.026, 0.228, 0.075], [-0.088, 0.164, 0.330], [0.158, 0.062, 0.515], [0.046, -0.323, -0.093], [0.052, -0.300, 0.047], [-0.247, 0.160, 0.098], [-0.013, 0.089, 0.031], [-0.064, 0.152, 0.153], [0.325, -0.153, 0.552]]
}

4.
{
  "formula": "C16H13N6NaO4S6",
  "method": "the ωB97M-V functional and the def2-TZVPD basis",
  "charge": -2,
  "e_homo_ha": -0.008,
  "multiplicity": 1,
  "symbols": ["Na", "C", "C", "N", "N", "C", "N", "S", "C", "C", "C", "C", "C", "N", "H", "H", "H", "H", "H", "H", "H", "H", "H", "H", "S", "C", "S", "C", "C", "S", "S", "S", "O", "C", "O", "C", "C", "N", "N", "C", "C", "O", "O", "H", "H", "H"],
  "xyz": [[0.199, 0.526, -0.688], [2.413, -3.370, -0.647], [1.246, -2.437, -0.803], [0.629, -1.946, 0.190], [1.041, -2.344, 1.425], [0.523, -1.799, 2.563], [1.105, -2.378, 3.676], [-0.602, -0.608, 2.640], [0.796, -1.969, -2.160], [1.559, -2.143, -3.301], [1.178, -1.487, -4.465], [0.036, -0.714, -4.467], [-0.721, -0.678, -3.302], [-0.350, -1.292, -2.185], [3.177, -2.913, -0.010], [2.885, -3.602, -1.595], [2.097, -4.314, -0.193], [1.805, -2.987, 1.522], [1.301, -3.367, 3.621], [0.618, -2.108, 4.512], [2.474, -2.719, -3.291], [1.797, -1.558, -5.349], [-0.269, -0.151, -5.338], [-1.667, -0.143, -3.252], [-5.627, 4.877, -3.401], [-4.431, 4.021, -2.567], [-2.832, 4.552, -2.333], [-2.168, 3.215, -1.402], [-3.059, 2.221, -1.144], [-2.797, 0.758, -0.244], [-4.660, 2.507, -1.820], [-0.494, 3.297, -0.936], [5.984, 2.231, -0.036], [5.350, 2.558, 1.065], [5.882, 3.186, 1.964], [3.928, 2.128, 1.199], [3.176, 2.407, 2.312], [1.971, 1.854, 2.115], [1.869, 1.217, 0.953], [3.046, 1.373, 0.364], [3.210, 0.774, -1.018], [4.380, 0.792, -1.507], [2.189, 0.305, -1.551], [5.352, 1.775, -0.731], [3.439, 2.961, 3.199], [1.156, 1.883, 2.700]],
  "atomic_forces_ev_per_a": [[-0.983, 0.547, 0.533], [0.087, -0.002, -0.124], [0.153, -0.135, -0.742], [-0.142, 0.063, 0.538], [-0.437, 0.323, -0.141], [0.030, -0.001, -0.216], [-0.065, 0.043, 0.199], [0.082, -0.083, 0.032], [-0.084, -0.086, 0.167], [0.212, -0.091, -0.249], [0.120, -0.109, 0.089], [-0.072, -0.043, 0.004], [-0.162, -0.161, 0.137], [-0.018, 0.034, -0.135], [-0.003, -0.010, -0.046], [-0.024, -0.020, 0.020], [-0.004, -0.015, 0.024], [0.289, -0.114, -0.030], [0.011, -0.025, -0.010], [-0.006, 0.002, 0.168], [-0.004, 0.093, -0.004], [0.027, -0.015, -0.024], [-0.018, -0.023, 0.014], [0.107, 0.067, 0.101], [0.052, -0.042, 0.008], [0.056, -0.048, 0.128], [0.262, 0.149, -0.040], [0.197, 0.178, -0.073], [-0.224, -0.179, 0.075], [-0.085, -0.051, -0.188], [-0.118, -0.242, 0.091], [0.020, 0.147, -0.135], [-0.286, -0.116, -0.862], [-0.479, 0.134, 0.310], [0.091, -0.172, -0.168], [0.163, -0.269, -0.381], [-0.120, 0.141, 0.184], [-0.129, -0.044, 0.210], [0.467, 0.127, -0.165], [-0.047, -0.011, -0.052], [0.382, -0.002, -0.278], [-0.136, 0.365, 0.270], [0.748, -0.012, 0.017], [0.265, -0.278, 0.692], [-0.062, -0.032, -0.067], [-0.114, 0.018, 0.118]]
}

5.
{
  "formula": "C2H5NO2Si",
  "method": "the ωB97M-V functional and the def2-TZVPD basis",
  "smiles": "CC(=O)N1O[SiH2]1",
  "de_lowest_kcal_mol": 88.2,
  "charge": 0,
  "e_homo_ha": -0.362,
  "multiplicity": 1,
  "symbols": ["C", "C", "O", "N", "O", "Si", "H", "H", "H", "H", "H"],
  "xyz": [[-1.773, 0.515, -0.339], [-0.186, 0.890, -0.130], [0.215, 2.026, -0.043], [0.625, -0.224, -0.283], [2.206, -0.051, -0.522], [1.832, -1.148, 0.557], [-2.415, 1.444, -0.163], [-2.240, -0.309, 0.213], [-1.971, 0.278, -1.436], [1.475, -0.977, 1.983], [2.230, -2.445, 0.162]],
  "atomic_forces_ev_per_a": [[0.011, 1.330, -1.049], [-1.010, 0.211, -0.413], [-0.496, -0.565, -0.046], [0.186, -1.107, -0.954], [-0.446, 2.252, -0.420], [-1.990, -0.171, 1.449], [1.263, -1.095, 0.079], [0.733, 0.113, 0.180], [0.723, 0.216, 1.281], [0.765, -0.012, 0.013], [0.261, -1.172, -0.120]]
}

Number 1: LUMO level -0.3 eV, DFT total energy -840.70449 a.u.. Number 2: LUMO level 0.4 eV, DFT total energy -319.65117 a.u.. Number 3: LUMO level 0.8 eV, DFT total energy -419.50957 a.u.. Number 4: LUMO level 3.3 eV, DFT total energy -3798.63337 a.u.. Number 5: LUMO level -0.2 eV, DFT total energy -573.84813 a.u..